(1)
# C36H32N2O21

A cluster of 6 separate species, C36H32N2O21 in total at a distorted geometry (ωB97M-V/def2-TZVPD, the OMol25 dataset).

Calculated values
orbital gap: 7.408 eV
SMILES: O=C1C=C(O)C(=O)C=C1O.O=C1C=C(O)C(=O)C=C1O.O=C1C=C(O)C(=O)C=C1O.O=C1C=C(O)C(=O)C=C1O.O=C1C=C(O)C(=O)C=C1O.CCN[C@@H]1CCC(=O)N1
spin multiplicity: 1
calculated total energy: -3080.5004 hartree
lowest unoccupied orbital energy: -1.9 eV

The geometry in XYZ format:
```
91
Properties=species:S:1:pos:R:3:forces:R:3:mulliken_charge:R:1
C 4.0667 0.2022 1.4226 -0.29 -1.25 2.62 -0.755
C 2.4917 -2.6373 8.4023 0.38 0.32 -0.53 0.310
N 1.8920 -0.2308 2.1999 0.80 -1.74 -0.15 -0.066
O -7.3132 -4.4716 0.0638 0.23 0.27 -0.14 -0.618
O 3.8705 5.8026 -2.6827 -0.14 -0.03 0.16 -0.547
C -8.0327 -4.2509 -0.8921 -0.50 -0.48 0.22 0.844
C 1.8327 -2.7976 7.2504 -0.17 -0.11 -0.20 -0.885
H -1.7668 3.8476 -6.1038 0.01 0.01 0.01 0.469
C 2.1595 -3.8211 -0.3756 0.51 1.13 0.16 -1.157
C 0.0098 -4.0257 8.5148 -0.51 -0.36 0.53 0.431
H 0.2874 -4.2381 10.6063 0.00 -0.01 -0.02 0.405
H 7.8980 6.0349 0.8961 0.04 0.05 -0.04 0.351
C 4.6907 4.1448 0.3560 0.31 0.10 0.13 -0.718
O -0.7258 3.6719 -3.6954 0.81 0.24 -0.24 -0.518
H 4.0129 1.2192 1.8803 0.18 -0.47 -1.19 0.118
H -1.8646 1.8084 -3.2277 -0.03 -0.03 0.05 0.726
H -3.3986 -1.6411 0.1177 0.01 0.01 0.00 0.477
C -1.4182 0.8047 -1.4189 0.44 0.56 -0.33 0.073
C -8.3618 -2.9603 -2.9760 -0.25 -0.08 -0.13 -0.678
H 3.9327 -2.0080 9.3979 0.04 0.03 -0.07 0.351
H -6.1155 -2.9543 -0.8320 0.11 0.10 -0.04 0.345
O -10.3214 -3.4750 -4.1728 -0.23 -0.25 0.15 -0.609
C 4.1817 -0.7078 2.7250 -0.41 -0.65 -0.23 -0.530
C 1.9584 -3.1764 9.6903 -0.40 -0.26 0.34 0.902
O 2.1946 4.6569 -8.2829 -0.76 -0.12 0.25 -0.568
H 1.2657 -4.4525 -0.5570 0.71 0.32 0.01 0.341
H 2.6853 -4.0765 0.5770 -0.77 0.00 -0.63 0.277
H -0.0456 3.6776 -2.9938 -0.14 -0.08 0.08 0.223
C -9.3008 -4.9455 -1.1039 0.27 0.05 0.17 -0.942
C 6.4508 5.8593 -0.2600 0.49 0.60 -0.32 0.325
H 0.9017 -0.4709 2.1789 0.28 -0.05 0.06 0.273
C -0.6982 3.9887 -6.0150 0.00 0.02 -0.26 -0.760
H -5.3589 -0.9021 -2.7583 -0.12 -0.13 0.04 0.353
C 2.6927 -0.8566 3.2046 1.12 1.61 -1.79 0.329
C 1.4128 4.1222 -4.7356 0.55 0.14 -0.36 0.871
C 2.6502 -0.3077 0.9430 2.30 2.20 -0.60 0.004
C -10.0475 -4.6783 -2.1802 -0.45 -0.57 0.40 0.286
O 3.6659 -1.9843 8.4593 -0.43 -0.35 0.50 -0.563
C 1.5306 4.4336 -7.1399 0.79 0.12 -0.23 0.465
C -2.1607 1.0703 -2.4955 -0.28 -0.06 -0.28 -0.822
O 1.9445 4.0691 -3.6412 -0.54 -0.26 -0.03 -0.521
O -6.4545 -2.5804 -1.6672 -3.85 -3.20 0.36 -0.317
C 2.1619 4.3691 -5.9624 0.02 -0.08 0.38 -1.158
C 1.8272 -2.2682 -0.3290 0.45 -1.37 -0.47 -0.171
O 7.6090 6.4577 0.0646 -0.42 -0.54 0.29 -0.568
H -8.0717 -2.2228 -3.7120 -0.01 -0.02 0.00 0.432
C 5.7700 6.1972 -1.3586 -0.21 -0.10 -0.13 -1.013
H 4.4563 -1.7576 2.4510 0.00 0.87 0.18 0.264
H 2.2835 0.5034 0.2577 -0.26 -1.04 0.10 0.022
C -3.4179 0.3609 -2.7227 0.47 0.44 -0.16 0.895
H 1.7099 -1.9548 -1.4037 -0.05 0.14 0.89 0.209
C 4.0019 4.4805 -0.7420 -0.68 -0.64 0.30 0.350
C 5.9599 4.7955 0.6674 -0.48 -0.50 0.22 0.907
C 4.5093 5.5310 -1.6873 0.38 0.40 -0.14 0.903
O 2.8309 3.8858 -1.0328 0.63 0.77 -0.24 -0.435
H 6.1167 6.9643 -2.0373 0.00 -0.02 0.01 0.430
C 0.0483 4.2599 -7.2428 -0.61 -0.12 0.21 0.858
C 0.6710 -3.8680 9.6654 0.24 0.10 0.15 -0.985
C -7.6160 -3.2245 -1.8980 0.48 0.41 -0.14 0.186
H 0.0880 1.0792 -0.3532 0.08 0.10 -0.05 0.208
O -4.1190 0.5601 -3.6962 -0.22 -0.25 0.15 -0.625
H 4.9355 -0.0345 0.7740 -0.78 0.70 0.08 0.371
O -0.4856 4.3443 -8.3314 0.34 0.04 -0.11 -0.599
H 2.5062 4.2723 -1.8752 0.11 -0.25 0.05 0.365
H 1.5156 4.6587 -8.9850 0.09 0.03 -0.03 0.349
O -0.0732 -3.6946 6.1967 -0.29 -0.20 0.25 -0.622
H 4.3400 3.3895 1.0455 -0.01 0.02 -0.03 0.458
H -1.4394 -4.6368 7.5223 -0.02 -0.03 0.05 0.356
O -1.1129 -0.4401 0.5428 0.28 0.23 -0.06 -0.553
O -0.2578 1.4483 -1.1888 -0.43 -0.53 0.30 -0.434
H 0.8801 -2.0460 0.2080 0.69 -0.20 -0.21 0.244
N 2.9598 -1.6208 0.3574 -2.04 0.49 0.16 -0.176
O -5.0223 -1.2713 -1.9200 3.90 3.19 -0.38 -0.370
C -1.8341 -0.2201 -0.4142 -0.47 -0.45 0.23 0.836
H 3.2321 4.4948 -5.8738 -0.02 0.03 0.00 0.452
H 4.8840 -0.3686 3.5225 -0.77 -0.09 -0.57 0.380
H -9.5994 -5.6722 -0.3611 -0.01 0.00 -0.02 0.430
H 2.2099 -2.4134 6.3112 -0.03 0.03 -0.02 0.643
O 6.6241 4.5086 1.6467 0.24 0.26 -0.11 -0.619
O -1.1759 -4.6550 8.4626 0.45 0.32 -0.47 -0.569
C 0.5565 -3.5101 7.2210 0.51 0.37 -0.37 0.887
O 2.6019 -3.0226 10.7126 0.20 0.16 -0.19 -0.625
C -0.0656 3.9218 -4.8404 -0.75 -0.07 0.19 0.248
O -11.2174 -5.2996 -2.3983 0.44 0.54 -0.36 -0.564
H -11.5568 -4.9324 -3.2371 -0.04 -0.07 0.04 0.357
O 2.3108 -1.3513 4.2131 -0.58 -0.50 1.03 -0.595
C -3.8493 -0.6470 -1.7033 -0.52 -0.40 0.16 0.070
H 2.9412 -3.9292 -1.1721 -0.85 -0.29 0.47 0.298
H 3.7974 -1.5983 -0.2165 -0.30 0.19 0.08 0.291
C -9.6181 -3.6720 -3.1998 0.42 0.50 -0.27 0.854
C -3.1010 -0.9143 -0.6260 0.30 0.08 0.14 -0.844
```
Forces are in eV/Å.



(2)
# C4BrF4I

An isolated molecule of C4BrF4I at a distorted geometry (ωB97M-V/def2-TZVPD, the OMol25 dataset).

Calculated values
orbital gap: 7.043 eV
spin multiplicity: 1
calculated total energy: -3423.3361 hartree
lowest unoccupied orbital energy: -2.3 eV

The geometry in XYZ format:
```
10
Properties=species:S:1:pos:R:3:forces:R:3:mulliken_charge:R:1
C 0.0846 0.8648 0.0130 -0.21 0.52 -0.85 0.879
F 0.8647 -0.8535 -1.3665 -0.10 -0.44 0.53 -0.249
C -0.7489 0.9650 1.1855 -0.61 -0.27 0.87 -0.603
F 1.1611 -1.0439 0.8105 0.23 -0.68 -0.40 -0.245
C 0.2464 -0.7370 -0.1464 2.35 1.46 -0.88 0.723
C -0.9919 -1.4309 0.0777 -1.64 -0.22 0.50 -0.306
Br -2.1090 -1.5087 -1.3654 0.37 0.03 0.17 0.067
F 1.2657 1.5291 0.0053 0.18 -0.66 -0.04 -0.251
F -0.5243 1.2598 -1.1371 -0.25 0.10 0.20 -0.270
I 0.3182 1.0924 2.9001 -0.31 0.17 -0.10 0.256
```
Forces are in eV/Å.



(3)
# C21H29NO4

An isolated molecule of C21H29NO4 (ωB97M-V/def2-TZVPD, the OMol25 dataset).

Calculated values
orbital gap: 9.219 eV
SMILES: COCc1ccc(CN2CCC[C@](CO)(Cc3cccc(OC)c3)C2)o1
spin multiplicity: 1
calculated total energy: -1173.2776 hartree
lowest unoccupied orbital energy: 0.7 eV

The geometry in XYZ format:
```
55
Properties=species:S:1:pos:R:3:forces:R:3:mulliken_charge:R:1
H 0.8102 -2.0752 1.7133 0.00 -0.15 0.04 0.443
H 2.3859 -0.3355 1.4747 -0.09 0.12 0.09 0.520
H 5.2457 -3.3769 -1.1334 0.07 -0.05 -0.05 0.381
H 1.3888 -2.2143 -1.9773 -0.13 0.02 -0.02 0.501
H 0.9180 -4.3529 -1.2180 -0.06 -0.03 -0.11 0.386
C -1.3662 -2.4999 0.1019 0.15 0.01 0.20 -1.491
C -1.8605 -1.8226 1.3755 -0.08 0.15 -0.18 -0.774
C 0.0437 -2.0279 -0.2837 -0.08 -0.14 -0.34 2.953
N -0.3592 0.0508 0.9504 0.06 0.05 0.03 0.570
C 2.4982 -2.1897 0.4421 0.10 -0.20 0.04 0.178
H 4.8664 2.2744 1.9771 -0.09 -0.03 0.01 0.277
H -0.6410 -0.1681 -1.1405 0.03 0.00 0.01 0.534
H -1.3778 -3.5847 0.2178 -0.02 -0.01 -0.08 0.351
O -5.1523 3.1644 -0.3437 -0.08 -0.05 0.24 -0.352
H 0.0244 2.4677 -1.7810 0.23 -0.10 -0.06 0.585
O 4.9293 0.5384 0.9914 0.10 -0.32 -0.20 -0.464
C 4.1883 1.4497 1.7629 -0.13 0.15 0.13 -0.698
H -4.4574 2.3138 -2.1074 -0.07 0.01 -0.01 0.262
H -6.1967 2.1776 -1.7404 0.02 0.01 -0.09 0.251
H 2.9400 -4.0130 -0.6050 -0.06 -0.10 -0.02 0.312
C 3.0221 -0.9801 0.8891 0.14 0.25 0.07 0.026
C 1.0703 -2.5322 0.7594 -0.10 0.09 -0.16 -1.475
C 0.3830 -2.5555 -1.6918 0.05 0.65 0.16 -1.756
C -4.0888 4.0657 -0.1055 0.19 -0.12 0.09 -0.796
H 3.8524 1.0035 2.7044 -0.01 0.01 -0.04 0.314
O -2.1316 2.8008 0.6368 -0.14 -0.08 0.38 -0.337
H -2.0447 -2.2519 -0.7181 -0.06 -0.02 -0.08 0.454
C 4.3320 -0.6237 0.5985 0.10 -0.07 -0.09 0.466
C -1.7355 -0.3080 1.2513 -0.07 -0.25 0.27 -0.614
H 3.3206 1.8319 1.2140 0.03 -0.03 0.02 0.206
H 1.0408 -0.1337 -0.5748 0.00 0.06 -0.05 0.497
C 5.1312 -1.4929 -0.1453 0.01 0.17 0.09 -0.675
H -2.1783 3.8873 -2.4328 -0.13 0.14 -0.16 0.516
C -0.9581 2.3302 0.1637 0.66 -0.08 -0.60 0.430
C -0.1161 1.4815 1.0656 -0.23 0.04 0.03 -0.419
C 3.3123 -3.0525 -0.2778 -0.12 0.02 0.06 -0.709
H -4.1733 4.3302 0.9510 0.05 0.11 -0.13 0.256
H 0.9387 1.6617 0.8417 -0.07 0.04 0.04 -0.164
H -4.2130 4.9669 -0.7251 0.04 -0.10 0.10 0.399
C -5.3304 2.8345 -1.6978 0.02 -0.05 -0.08 -0.640
H -2.9059 -2.0833 1.5498 0.00 -0.02 0.06 0.500
H -5.5211 3.7317 -2.3003 -0.01 -0.01 -0.02 0.288
C -1.9621 3.4359 -1.4854 -0.39 0.12 0.49 -0.539
H 0.9636 -3.6156 0.8582 -0.02 -0.03 0.07 0.718
H -0.3143 1.7682 2.1026 0.10 0.06 -0.05 0.496
O 0.2781 -3.9500 -1.8154 0.06 -0.55 0.12 -0.618
C 0.0385 -0.4950 -0.3333 0.08 -0.24 -0.09 -2.596
C -2.7391 3.4746 -0.3634 -0.22 0.45 -0.82 0.177
C 4.6204 -2.7001 -0.5703 0.05 0.06 -0.01 -0.744
H -2.0177 0.1699 2.1925 -0.05 0.05 -0.05 0.473
C -0.8067 2.6927 -1.1438 0.02 -0.17 0.57 -0.474
H -1.2837 -2.1637 2.2353 -0.03 -0.01 0.08 0.315
H -0.3310 -2.1509 -2.4141 0.04 0.08 0.07 0.557
H 6.1462 -1.2019 -0.3633 0.13 0.03 -0.02 0.447
H -2.4266 0.0478 0.4678 0.01 0.06 0.02 0.295
```
Forces are in eV/Å.